The following is a quantum chemistry calculation of a structure of composition C63H144N5NiO26, from the OMol25 dataset.

```
239
Properties=species:S:1:pos:R:3:forces:R:3
Ni 1.2008 -4.5695 1.1328 -1.76 0.90 -1.07
C 2.4809 -1.1361 -0.9264 -0.68 -1.10 0.50
C 1.3416 -0.3955 -0.1675 0.89 1.04 -1.12
C 0.6333 0.5383 -1.2742 -0.99 0.43 1.24
C -0.7884 1.1709 -0.8631 2.46 -1.01 0.20
C -1.6668 -0.0103 -0.4998 0.74 -0.36 0.12
C -1.1155 -0.9550 0.6788 -1.02 0.62 -0.70
N 0.3123 -1.3839 0.3708 1.60 -1.90 2.54
O 0.8130 -2.4296 1.2235 -1.15 2.37 -2.62
C -1.9979 -2.2192 0.7296 0.00 0.34 0.77
C -1.1683 -0.1691 2.0248 0.59 -0.47 -1.01
C 2.0952 0.4701 0.9608 -1.14 -0.79 -0.02
H 2.0733 -1.8662 -1.6255 -0.21 0.03 -0.17
H 3.0789 -1.7149 -0.2224 0.04 0.10 0.04
H 3.1660 -0.5104 -1.4985 -0.32 0.43 0.27
H 0.4989 0.0185 -2.2228 0.08 -0.45 0.11
H 1.3428 1.3408 -1.4760 0.07 0.02 0.08
H -1.2138 1.7175 -1.7047 0.08 0.01 0.00
H -0.5456 1.8732 -0.0656 -0.54 0.08 0.17
H -1.7109 -0.5482 -1.4469 -0.02 -0.63 0.11
H -2.6966 0.3102 -0.3419 -0.01 -0.24 0.66
H -1.7783 -2.8359 1.6010 1.01 -0.41 -0.55
H -1.9994 -2.7053 -0.2460 0.08 -0.41 0.31
H -3.0250 -2.0540 1.0551 -0.27 1.04 -0.76
H -0.6121 -0.7309 2.7752 -0.26 0.02 0.23
H -2.2205 -0.0238 2.2697 0.12 -0.03 0.20
H -0.6790 0.7966 1.8979 -0.19 0.04 0.13
H 1.3900 0.7859 1.7295 0.10 0.25 -0.10
H 2.6213 1.3353 0.5573 -0.44 0.03 -0.43
H 2.8810 -0.0819 1.4763 -0.22 -0.53 -0.12
C 2.0075 5.7397 -0.4965 -0.32 -0.16 1.94
O 0.8093 5.2902 0.2067 0.14 0.27 -0.17
C 0.9449 4.2798 1.2330 -0.65 0.81 0.25
C -0.2005 4.3469 2.3225 -0.22 1.19 -0.53
O -0.0476 5.3607 3.3424 0.18 0.77 -1.77
C -0.4091 6.7479 2.8537 -0.50 -1.12 0.06
C -0.0215 7.7873 3.8828 -0.36 -1.86 0.10
O -0.7667 7.5261 5.0630 0.71 -0.64 -0.55
C -0.3545 8.3170 6.1324 -1.21 1.58 0.36
H 2.5208 4.9475 -1.0414 -0.28 -0.08 -0.29
H 2.7049 6.1203 0.2498 0.29 -0.15 0.21
H 1.7960 6.6312 -1.0869 -0.55 -0.49 -0.29
H 1.8773 4.3886 1.7870 0.31 0.01 -0.13
H 0.9161 3.3287 0.7013 0.07 -0.43 0.27
H -0.4136 3.3909 2.8010 1.08 -0.27 0.47
H -1.1798 4.4366 1.8524 -0.12 0.74 -0.63
H -1.4763 6.7282 2.6331 -0.25 0.03 0.40
H 0.0281 7.0310 1.8961 0.61 -0.50 0.01
H -0.1999 8.7862 3.4847 -0.03 0.18 0.04
H 1.0431 7.6066 4.0313 0.30 0.42 0.37
H -1.1875 8.3578 6.8343 0.00 -0.18 0.10
H -0.2847 9.3281 5.7312 0.38 0.44 0.34
H 0.5363 8.0992 6.7216 0.37 -0.66 -0.54
C -7.0481 0.5090 -6.3373 1.38 0.15 -0.14
O -7.9153 1.2085 -5.5401 -1.67 1.67 2.39
C -7.4181 2.2439 -4.6275 -0.12 -1.65 -0.54
C -6.6959 1.6146 -3.4111 0.50 0.95 -0.74
O -5.5226 0.7767 -3.6595 -0.11 1.05 -0.63
C -4.3849 1.5054 -4.2546 -0.37 0.60 1.88
C -3.2721 0.5051 -4.4912 -2.88 -0.41 -0.49
O -2.2295 1.0659 -5.1935 0.45 0.38 0.74
C -1.1175 0.2177 -5.1610 0.45 0.29 -1.95
H -7.5759 -0.3111 -6.8241 -0.19 0.41 -0.28
H -6.2520 0.0433 -5.7564 0.24 -0.05 0.01
H -6.6178 1.2528 -7.0079 0.35 -0.51 -0.77
H -8.2940 2.7438 -4.2139 -0.29 -0.36 0.02
H -6.9336 3.0777 -5.1355 0.73 -0.37 -0.36
H -7.4993 1.1323 -2.8543 0.56 -1.05 -0.13
H -6.4053 2.4294 -2.7480 0.22 0.36 -0.01
H -4.0395 2.2430 -3.5302 -0.03 0.23 0.46
H -4.5977 2.1348 -5.1186 -0.41 -0.63 -0.45
H -3.8361 -0.2071 -5.0934 0.48 -0.76 -0.44
H -3.0369 -0.0575 -3.5877 0.53 0.39 0.26
H -0.5259 0.2642 -4.2467 -0.21 -0.17 0.31
H -0.5088 0.5632 -5.9966 0.45 0.14 0.20
H -1.4005 -0.7842 -5.4837 -0.01 -0.40 0.64
C -1.4019 -6.7865 -8.3335 0.50 -0.69 0.69
O -2.2007 -5.6766 -8.4924 0.51 2.27 -0.71
C -1.4237 -4.4618 -8.4102 -1.55 0.17 0.60
C -0.9973 -4.0793 -6.9646 -0.32 -0.85 -0.35
O -2.0303 -4.1478 -5.9764 1.08 -0.13 -0.03
C -3.1778 -3.3682 -6.1944 0.25 0.49 1.70
C -3.9377 -3.2991 -4.8364 -0.93 -0.69 -0.44
O -3.3174 -2.4969 -3.8947 3.14 1.25 0.75
C -3.8494 -2.3867 -2.5967 -0.90 -0.07 -0.96
H -0.4853 -6.7722 -8.9232 -0.05 0.04 -0.54
H -2.0138 -7.6522 -8.5872 0.28 -0.11 0.27
H -1.0537 -6.7663 -7.3008 -0.02 -0.82 0.35
H -2.0966 -3.6994 -8.8028 -0.17 0.15 0.23
H -0.5866 -4.3921 -9.1048 0.40 -0.62 0.13
H -0.5018 -3.1099 -7.0187 -0.21 0.46 0.08
H -0.2513 -4.7656 -6.5638 0.05 -0.18 -0.29
H -3.6937 -3.8171 -7.0432 -0.72 0.45 0.24
H -2.9002 -2.3211 -6.3151 0.08 0.22 -0.84
H -3.9866 -4.2875 -4.3795 -0.65 -0.45 -0.42
H -4.8917 -2.7877 -4.9646 -0.70 -0.79 -0.55
H -4.8894 -2.0864 -2.7250 -0.36 0.00 0.48
H -3.3468 -1.6009 -2.0328 0.14 -0.05 -0.35
H -3.7935 -3.3081 -2.0169 0.00 -0.38 -0.02
C 6.3274 -1.7750 -1.4650 0.60 0.04 -0.25
O 6.7500 -1.0549 -0.3580 -0.45 0.24 1.77
C 5.6840 -0.5874 0.4937 1.77 -0.87 -0.14
C 6.2842 0.0229 1.7416 0.00 0.14 0.58
O 6.6124 -0.8774 2.8022 -0.38 0.19 -0.63
C 6.7912 -0.1926 4.0346 1.59 -2.31 1.21
C 7.7374 -1.0806 4.9432 1.48 0.36 -1.39
O 9.0301 -1.2928 4.2684 -0.20 -0.15 1.25
C 9.9749 -2.0294 5.1260 -0.58 0.62 -1.40
H 5.9639 -1.0406 -2.1838 -0.43 -0.38 -0.58
H 5.6165 -2.5676 -1.2317 -0.48 0.08 0.07
H 7.2104 -2.2898 -1.8437 -0.02 0.18 -0.29
H 5.0608 -1.4200 0.8201 -0.28 -0.25 -0.18
H 5.1021 0.1492 -0.0602 -0.22 0.20 0.06
H 5.5039 0.6801 2.1255 0.03 0.60 0.07
H 7.2017 0.5567 1.4939 -0.15 0.41 -0.20
H 5.8522 -0.1416 4.5857 -0.25 0.43 -0.04
H 7.3008 0.7693 3.9784 -0.22 0.18 -0.50
H 7.3688 -2.0805 5.1722 -0.58 0.11 0.05
H 7.9643 -0.5293 5.8557 -0.41 0.00 0.27
H 10.9007 -2.1505 4.5637 -0.17 0.14 -0.28
H 9.5994 -3.0367 5.3060 -0.17 0.06 0.41
H 10.2607 -1.4840 6.0254 -0.48 -0.01 0.23
C -7.9968 -5.0082 0.8967 -0.01 -0.57 0.48
O -7.1094 -3.9703 1.2933 -0.57 0.32 -1.82
C -7.1479 -2.8844 0.3494 0.87 0.73 2.29
C -6.2144 -1.8203 0.9088 -0.25 0.04 0.63
O -6.5827 -1.4581 2.2332 -0.16 0.57 -0.50
C -5.7084 -0.5204 2.8566 0.31 -1.52 -0.18
C -6.1663 -0.2398 4.2419 -0.27 1.08 0.84
O -7.3185 0.5820 4.2834 0.24 -2.31 -0.05
C -7.2148 1.8227 3.7040 -1.48 1.57 0.53
H -7.8737 -5.3549 -0.1294 0.68 -0.08 -0.13
H -9.0645 -4.7907 0.9256 -0.08 0.69 0.46
H -7.8089 -5.8054 1.6159 -0.10 -0.19 -0.28
H -8.1314 -2.4145 0.3450 -0.30 -0.39 -0.47
H -6.7142 -3.0907 -0.6291 -0.53 -0.59 -0.30
H -6.2668 -0.9761 0.2213 0.13 0.40 -0.05
H -5.1947 -2.2053 0.9164 0.36 -0.12 -0.02
H -5.5388 0.3912 2.2835 -0.18 0.07 -0.25
H -4.7587 -1.0379 2.9921 0.68 0.04 -0.23
H -5.4076 0.2641 4.8407 0.72 0.44 -0.38
H -6.2787 -1.1404 4.8456 -0.85 -0.22 -0.45
H -6.5271 2.4706 4.2475 0.15 0.18 0.08
H -8.2466 2.1445 3.8448 0.14 0.88 0.15
H -7.0924 2.0028 2.6360 0.57 -0.99 -0.44
C 2.2669 -1.8022 5.1245 -0.44 1.84 -0.21
O 2.2285 -2.9653 4.3463 0.41 0.31 -0.61
C 1.6874 -4.0038 5.0579 -0.79 -2.39 -1.43
C 1.5499 -5.2616 4.0999 1.49 -0.01 2.18
O 0.6151 -5.2379 3.0339 -0.47 1.60 -0.69
C -0.7696 -4.7611 3.2953 0.31 -0.95 -1.81
C -1.5235 -5.4146 2.1001 0.08 0.04 0.98
O -0.7559 -5.3332 0.8830 0.01 0.68 0.10
C -1.2801 -6.2299 -0.1230 0.52 -1.21 0.42
H 2.8583 -1.8329 6.0397 0.07 -0.56 -0.04
H 1.2643 -1.4488 5.3652 -0.33 -0.38 0.40
H 2.6182 -0.9431 4.5530 0.48 -0.48 -0.34
H 0.6787 -3.7965 5.4148 -0.16 0.35 0.38
H 2.3244 -4.2998 5.8914 -0.04 -0.17 0.20
H 1.3837 -6.1757 4.6698 -0.66 0.18 0.46
H 2.5297 -5.5205 3.6986 0.09 0.55 -0.59
H -0.8588 -3.6755 3.2568 0.56 0.02 0.02
H -1.1807 -5.1090 4.2430 0.34 -0.29 -0.03
H -2.4904 -4.9204 2.0050 -0.06 -0.02 -0.33
H -1.6877 -6.4743 2.2950 0.00 -0.02 0.16
H -0.5832 -6.2783 -0.9597 -0.34 0.51 -0.01
H -2.3292 -6.0718 -0.3730 0.20 0.75 -0.17
H -1.2654 -7.2314 0.3069 0.07 -0.17 0.12
C 6.7775 2.6997 10.0905 -0.37 0.35 -1.17
O 7.3314 1.9267 9.0103 -0.10 -0.98 1.53
C 7.1634 2.4216 7.7315 -0.25 1.29 0.07
C 5.7277 2.4033 7.2517 -0.44 -1.55 -0.02
O 5.3333 1.0226 7.3704 0.06 -1.11 0.05
C 3.9506 0.7181 7.3367 0.05 1.90 -1.30
C 3.3193 1.4521 6.0872 1.12 0.30 1.16
O 2.0859 0.9347 5.8779 -4.04 0.12 -0.77
C 1.2452 1.7007 4.9580 0.58 -0.43 0.28
H 7.5315 3.3238 10.5703 0.26 -0.55 0.35
H 6.1828 2.0601 10.7427 0.61 -0.14 0.22
H 6.0573 3.4378 9.7374 -0.19 0.06 -0.38
H 7.7546 1.8543 7.0127 0.24 -0.11 0.33
H 7.5231 3.4479 7.8049 0.06 0.42 -0.90
H 5.6650 2.6144 6.1842 0.11 0.74 -0.01
H 5.0666 3.0377 7.8421 -0.06 0.16 -0.03
H 3.5216 1.0456 8.2837 -0.51 0.37 -0.09
H 3.6858 -0.3368 7.2656 0.90 -0.17 -0.11
H 3.8552 1.3265 5.1464 1.03 -0.11 0.08
H 3.2722 2.5216 6.2922 0.01 0.25 0.04
H 1.6692 1.6780 3.9541 0.29 -0.09 -0.21
H 1.0935 2.7532 5.1976 0.47 0.10 0.54
H 0.2335 1.3014 4.8867 0.20 -0.55 0.38
C 1.2289 5.3177 -6.1066 -3.10 -1.12 -1.81
O 0.2595 4.9590 -6.7919 1.62 0.93 0.50
N 1.4317 4.8221 -4.8917 2.03 0.38 1.86
C 2.6514 5.3271 -4.2183 -0.83 0.50 0.87
C 0.6035 3.8799 -4.1388 1.00 -1.00 -0.28
H 1.9836 6.0675 -6.3900 -0.19 -0.14 -0.31
H 3.2568 6.0361 -4.7829 -0.25 -0.45 -0.71
H 3.3176 4.5548 -3.8336 -0.20 -0.25 -0.07
H 2.3276 5.9708 -3.4005 0.04 -0.29 0.50
H -0.1586 3.3517 -4.7117 -0.22 0.86 -0.26
H 1.2598 3.0575 -3.8542 0.45 -0.29 0.03
H 0.2573 4.2046 -3.1575 -0.36 0.82 -0.30
C 1.7849 -4.7785 -2.1810 -0.74 2.12 -2.38
O 1.4584 -4.6808 -1.0048 -0.25 -0.86 3.51
N 0.9753 -4.2772 -3.1361 0.25 -1.80 2.04
C -0.3613 -3.7667 -2.8666 -0.08 -0.79 0.65
C 1.5559 -3.7690 -4.3037 0.28 0.37 -2.10
H 2.7833 -5.0533 -2.5551 -0.23 -0.31 0.32
H -0.8026 -4.3210 -2.0383 0.27 0.41 0.35
H -1.0478 -3.9971 -3.6812 0.36 0.49 -0.48
H -0.2615 -2.7012 -2.6595 -0.48 0.14 0.01
H 2.4039 -4.3486 -4.6682 0.14 0.17 0.23
H 0.7898 -3.8047 -5.0783 0.27 0.27 -0.11
H 1.8406 -2.7365 -4.1012 0.25 0.11 -0.47
C 4.9562 -1.4118 -5.7505 -1.84 -0.57 0.32
O 4.2090 -2.3888 -5.6022 1.20 0.92 -0.08
N 4.5863 -0.1534 -5.4146 0.38 2.23 0.47
C 5.5114 0.9930 -5.5543 0.17 -1.14 -1.31
C 3.3739 0.2270 -4.7384 -1.08 -1.68 0.81
H 5.9606 -1.4405 -6.2006 -0.12 -0.21 0.04
H 6.0151 0.8203 -6.5054 0.71 0.02 0.25
H 6.2048 1.0463 -4.7151 -0.05 0.29 -0.10
H 4.9979 1.9289 -5.7744 -0.33 -0.12 0.62
H 2.8352 -0.6930 -4.5114 -0.32 -0.12 -0.45
H 3.4810 0.6223 -3.7283 0.87 0.45 0.05
H 2.6998 0.9116 -5.2531 0.32 -0.04 -0.52
C -4.8135 4.9186 0.6182 -0.25 -0.27 -0.53
O -4.3951 6.0275 0.7747 -0.02 1.47 1.03
N -4.2593 4.1086 -0.2916 -0.27 -0.69 -0.55
C -4.6015 2.7112 -0.3541 1.09 -0.80 -0.13
C -3.0687 4.5375 -1.0021 0.52 -0.55 0.04
H -5.6858 4.4533 1.1028 -0.07 0.23 0.32
H -3.6575 2.2036 -0.1557 0.12 -0.54 0.17
H -4.9157 2.3237 -1.3232 -0.13 0.46 -0.24
H -5.3112 2.3255 0.3777 -0.12 0.68 0.18
H -3.0410 3.9921 -1.9455 -0.11 0.51 -0.35
H -2.9340 5.6174 -1.0633 -0.77 -0.14 -0.36
H -2.1466 4.2420 -0.5016 0.12 -0.38 0.51
```
Forces are in eV/Å.

Results
- molecular weight (g mol⁻¹) = 1446.5
- total charge = +2
- ΔE to the lowest compared entry with this formula, charge and spin (kcal per mole) = 0.00
- Kohn-Sham gap (spin up / spin down) (hartree) = 0.2310 / 0.1574
- E (Eh) = -6223.89828
- ⟨S²⟩ = 3.759
- spin multiplicity = 4

Mulliken population analysis, charges in e, atoms 1 to 6: 1.00, -1.04, 2.10, -1.46, 0.05, -0.59